No. 1
The following is a quantum chemistry calculation of a molecular structure, C23H37CoO3 at a distorted geometry, from the Open Molecules 2025 dataset.

Summary:
gap between HOMO and LUMO (alpha / beta)	4.992 / 7.545	eV
strongest force on any atom	4.544	eV Å⁻¹

ORCA input file:
```
! wB97M-V def2-TZVPD RIJCOSX def2/J DEFGRID3
* xyz 0 5
O -3.816 -1.022 -4.449
C -2.434 -1.356 -4.076
C -1.892 0.039 -4.438
H -2.071 -2.198 -4.689
H -2.352 -1.599 -3.005
C -3.397 0.344 -4.710
H -1.277 0.021 -5.341
H -1.457 0.633 -3.636
C -3.695 0.768 -6.125
H -3.204 0.106 -6.838
H -3.365 1.798 -6.282
H -4.788 0.748 -6.263
C -3.980 1.332 -3.699
H -3.485 2.306 -3.825
H -3.816 1.010 -2.659
H -5.040 1.477 -3.908
Co 1.238 0.712 -1.523
C 2.122 1.851 -0.092
C 2.819 0.612 -0.287
C 3.263 0.587 -1.659
H 3.039 -0.122 0.483
C 2.794 1.792 -2.297
C 2.121 2.582 -1.311
H 1.786 3.626 -1.441
H 1.767 2.250 0.868
H 3.858 -0.201 -2.107
H 3.004 2.128 -3.308
C -0.156 -0.350 1.119
C -0.228 0.613 -0.082
C -0.734 -0.177 -1.166
H -0.594 1.630 0.122
C -0.549 -1.570 -0.834
C -0.090 -1.691 0.450
H 0.183 -2.577 1.003
H -1.156 -0.275 1.619
H -1.459 0.163 -1.900
H -0.778 -2.416 -1.475
O 1.242 -0.320 -3.734
C 1.269 0.523 -4.939
C 1.542 -0.326 -6.159
H 2.090 1.246 -4.762
H 0.324 1.081 -5.010
C 2.135 -1.619 -5.586
H 2.252 0.216 -6.782
H 0.642 -0.492 -6.775
C 2.024 -1.481 -4.072
H 3.164 -1.720 -5.907
H 1.615 -2.521 -5.922
H 3.020 -1.379 -3.598
H 1.467 -2.338 -3.666
C 1.898 -0.242 4.194
C 0.589 -0.271 3.433
C -0.141 -1.553 3.770
C -0.247 0.885 3.951
O 0.902 -0.088 2.042
H 1.684 -0.358 5.254
H 2.405 0.718 4.050
H 2.554 -1.053 3.874
H -0.178 -1.612 4.868
H -1.182 -1.539 3.414
H 0.390 -2.435 3.402
H 0.260 1.848 3.772
H -1.252 0.882 3.507
H -0.354 0.761 5.038
*
```

Mulliken population analysis, charges in e, atoms 1 to 6:
1. O -0.546
2. C -0.105
3. C -0.045
4. H 0.191
5. H 0.055
6. C 1.759



No. 2
The following is a quantum chemistry calculation of a molecular structure, C18H27CeClNO4P2 at a distorted geometry, from the Open Molecules 2025 dataset.

Summary:
gap between HOMO and LUMO (alpha / beta)	6.867 / 6.913	eV
strongest force on any atom	4.990	eV Å⁻¹

ORCA input file:
```
! wB97M-V def2-TZVPD RIJCOSX def2/J DEFGRID3
* xyz 2 2
Ce -0.825 -0.131 0.274
P 2.785 1.632 0.197
C 3.047 0.593 -1.280
C 1.998 -0.141 -2.111
N 0.723 -0.392 -1.702
C -0.100 -1.067 -2.549
C 0.341 -1.595 -3.758
C 1.644 -1.359 -4.164
C 2.458 -0.606 -3.333
C -1.559 -1.289 -2.133
P -2.593 0.267 -1.878
H 3.485 -0.365 -3.609
H -0.370 -2.169 -4.358
H 2.018 -1.743 -5.112
H -2.107 -1.803 -2.936
H -1.629 -1.988 -1.253
H 3.551 1.225 -1.941
H 3.799 -0.160 -0.969
H 1.700 5.643 -4.140
O 2.457 5.805 -3.625
H 3.193 5.475 -4.167
H 3.051 3.018 -0.003
O 1.328 2.495 -0.164
H 1.236 2.725 -1.102
C -2.371 1.155 -3.454
H -3.079 0.796 -4.212
H -2.568 2.218 -3.263
H -1.348 1.059 -3.835
C -4.286 -0.378 -2.071
H -4.957 0.301 -1.529
H -4.580 -0.403 -3.129
H -4.380 -1.380 -1.635
C 2.038 0.685 1.558
H 2.808 0.436 2.302
H 1.262 1.259 2.097
H 1.647 -0.310 1.232
C 4.531 1.809 0.875
H 4.478 2.334 1.837
H 4.988 0.817 1.003
H 5.134 2.407 0.180
Cl -2.601 -3.008 8.225
C -2.378 -2.509 6.602
C -3.038 -1.365 6.128
C -2.818 -0.934 4.819
C -1.959 -1.666 4.004
C -1.322 -2.818 4.448
C -1.528 -3.245 5.760
C -1.646 -1.154 2.659
O -1.983 0.045 2.299
O -0.963 -1.862 1.804
H -3.707 -0.820 6.787
H -3.300 -0.042 4.424
H -0.670 -3.363 3.767
H -1.035 -4.135 6.136
*
```

Mulliken population analysis, charges in e, atoms 1 to 6:
1. Ce 0.861
2. P 0.676
3. C -1.330
4. C 0.664
5. N 0.202
6. C 0.664



No. 3
The following is a quantum chemistry calculation of a molecular structure, C40H114F3N9O14 at a distorted geometry, from the Open Molecules 2025 dataset.

Summary:
gap between HOMO and LUMO	6.764	eV
strongest force on any atom	13.537	eV Å⁻¹

ORCA input file:
```
! wB97M-V def2-TZVPD RIJCOSX def2/J DEFGRID3
* xyz 0 1
N 14.923 -17.843 -19.117
H 14.113 -17.172 -19.204
H 14.819 -18.299 -18.215
H 15.813 -17.363 -19.239
H 14.890 -18.545 -19.874
C 15.136 -19.694 -22.102
O 15.376 -18.286 -22.318
O 15.651 -19.928 -20.861
C 13.669 -20.134 -22.233
F 13.341 -20.161 -23.550
F 13.523 -21.391 -21.798
F 12.736 -19.374 -21.640
C 15.269 -17.829 -23.684
C 15.682 -16.384 -23.812
H 14.878 -15.699 -23.527
H 16.646 -16.207 -23.334
H 15.777 -16.031 -24.843
H 14.263 -17.887 -24.105
H 15.948 -18.429 -24.295
H 15.775 -20.208 -22.832
C 13.497 -14.661 -25.758
O 13.232 -14.675 -27.167
H 13.457 -15.678 -25.373
H 14.497 -14.261 -25.577
H 12.778 -13.968 -25.325
H 13.201 -15.556 -27.542
C 14.048 -22.253 -17.408
O 14.600 -21.155 -18.181
H 13.963 -23.078 -18.118
H 14.826 -22.537 -16.700
H 13.079 -21.971 -17.011
H 15.291 -21.480 -18.769
C 17.873 -19.726 -22.918
O 17.960 -19.288 -21.567
H 17.055 -19.306 -23.503
H 18.829 -19.404 -23.340
H 17.901 -20.815 -22.936
H 17.089 -19.494 -21.163
C 11.581 -23.665 -20.089
O 11.346 -25.017 -19.650
H 11.036 -23.023 -19.395
H 12.653 -23.478 -20.041
H 11.135 -23.651 -21.079
H 11.288 -25.082 -18.696
C 14.302 -22.982 -24.777
C 14.007 -23.048 -26.290
C 14.804 -24.219 -26.925
O 14.542 -24.351 -28.298
C 14.982 -23.322 -29.152
N 12.549 -23.441 -26.377
H 14.440 -24.008 -24.434
H 13.546 -22.399 -24.259
H 15.227 -22.457 -24.521
H 14.078 -22.067 -26.757
H 14.518 -25.117 -26.373
H 15.888 -24.216 -26.746
H 14.134 -22.835 -29.640
H 15.600 -23.828 -29.896
H 15.573 -22.502 -28.735
H 12.581 -23.801 -27.330
H 12.421 -24.237 -25.761
C 17.417 -24.946 -23.087
C 17.219 -23.465 -23.349
C 16.313 -23.263 -24.551
O 16.267 -21.876 -24.865
C 15.920 -21.514 -26.194
N 16.470 -22.930 -22.187
H 18.075 -25.195 -22.253
H 17.815 -25.461 -23.967
H 16.488 -25.459 -22.829
H 18.164 -22.929 -23.476
H 15.385 -23.753 -24.237
H 16.677 -23.794 -25.436
H 16.019 -20.437 -26.316
H 14.899 -21.804 -26.449
H 16.688 -21.983 -26.817
H 15.940 -22.126 -22.502
H 17.135 -22.630 -21.486
C 10.171 -19.794 -18.962
C 9.844 -18.552 -18.130
C 8.661 -18.926 -17.206
O 7.576 -19.508 -17.922
C 6.722 -18.580 -18.585
N 11.011 -18.286 -17.312
H 9.265 -20.222 -19.387
H 10.732 -20.591 -18.469
H 10.818 -19.537 -19.805
H 9.638 -17.780 -18.873
H 8.201 -18.110 -16.634
H 9.018 -19.646 -16.470
H 6.040 -19.133 -19.222
H 7.269 -17.897 -19.247
H 6.373 -17.921 -17.784
H 11.562 -19.097 -17.086
H 10.836 -17.673 -16.529
C 21.503 -15.343 -21.728
C 21.414 -13.981 -22.395
C 20.303 -13.933 -23.484
O 19.035 -14.245 -22.934
C 17.963 -13.762 -23.704
N 21.118 -12.972 -21.355
H 20.588 -15.662 -21.228
H 22.333 -15.414 -21.028
H 21.659 -16.043 -22.555
H 22.400 -13.691 -22.760
H 20.462 -14.739 -24.212
H 20.379 -12.973 -24.001
H 17.979 -12.670 -23.586
H 17.069 -14.059 -23.157
H 18.077 -14.101 -24.737
H 21.000 -12.090 -21.846
H 20.206 -13.204 -20.967
C 9.830 -17.424 -24.389
C 9.365 -18.643 -23.572
C 7.866 -18.951 -23.674
O 7.025 -17.829 -23.449
C 5.699 -18.069 -23.851
N 10.145 -19.723 -24.173
H 9.359 -16.524 -23.968
H 9.601 -17.288 -25.444
H 10.895 -17.299 -24.186
H 9.629 -18.507 -22.519
H 7.565 -19.630 -22.865
H 7.655 -19.501 -24.597
H 5.133 -17.191 -23.559
H 5.382 -19.062 -23.505
H 5.655 -18.250 -24.935
H 9.728 -20.645 -24.051
H 11.035 -19.858 -23.706
C 16.318 -17.119 -32.516
C 15.855 -17.125 -31.079
C 16.639 -16.256 -30.107
O 16.410 -16.635 -28.777
C 17.408 -16.168 -27.865
N 14.476 -16.644 -30.968
H 16.194 -16.131 -32.981
H 15.710 -17.681 -33.224
H 17.396 -17.262 -32.594
H 15.814 -18.194 -30.828
H 16.481 -15.188 -30.278
H 17.688 -16.459 -30.371
H 18.400 -15.973 -28.278
H 17.531 -16.819 -27.003
H 17.059 -15.181 -27.548
H 14.162 -16.845 -30.025
H 13.863 -17.168 -31.584
C 16.520 -14.332 -20.829
C 17.612 -15.416 -20.873
C 18.759 -15.054 -19.921
O 19.472 -13.939 -20.448
C 20.633 -13.651 -19.638
N 17.054 -16.737 -20.686
H 16.875 -13.300 -20.791
H 15.935 -14.465 -19.914
H 15.819 -14.303 -21.667
H 18.104 -15.420 -21.853
H 19.397 -15.903 -19.655
H 18.373 -14.738 -18.942
H 21.147 -14.598 -19.477
H 20.340 -13.047 -18.779
H 21.362 -13.033 -20.164
H 16.377 -16.914 -21.426
H 17.735 -17.461 -20.898
C 12.128 -16.113 -21.479
C 12.109 -15.356 -20.154
C 10.710 -14.858 -19.730
O 10.824 -14.005 -18.608
C 9.531 -13.493 -18.258
N 12.635 -16.277 -19.157
H 13.105 -16.565 -21.659
H 11.959 -15.463 -22.342
H 11.382 -16.907 -21.556
H 12.729 -14.472 -20.318
H 10.012 -15.701 -19.689
H 10.354 -14.324 -20.622
H 9.695 -12.931 -17.342
H 8.850 -14.315 -18.020
H 9.110 -12.939 -19.097
H 11.865 -16.885 -18.879
H 12.796 -15.806 -18.266
*
```

Mulliken population analysis, charges in e, atoms 1 to 6:
1. N 0.243
2. H 0.253
3. H 0.478
4. H 0.452
5. H -0.307
6. C 0.438



No. 4
The following is a quantum chemistry calculation of a gas-phase ion, C5H9N4 (charge +1) at a distorted geometry, from the Open Molecules 2025 dataset.

Summary:
SMILES	[H]/N=C(/C)Cc1[nH]nc[nH+]1
gap between HOMO and LUMO	8.979	eV
strongest force on any atom	10.125	eV Å⁻¹

ORCA input file:
```
! wB97M-V def2-TZVPD RIJCOSX def2/J DEFGRID3
* xyz 1 1
C 2.063 -0.962 0.002
C 1.613 0.644 -0.017
N 2.320 1.581 0.711
C 0.265 1.120 -0.884
C -1.000 0.296 -0.176
N -1.973 0.919 0.801
N -2.794 -0.172 1.134
C -2.428 -1.464 0.437
N -1.232 -1.177 -0.448
H 1.983 -1.475 -1.049
H 3.124 -1.070 0.500
H 1.263 -1.505 0.696
H 1.890 2.541 0.609
H 0.338 0.849 -2.020
H 0.102 2.299 -0.826
H -1.996 1.911 1.123
H -2.876 -2.544 0.477
H -0.661 -1.792 -1.071
*
```

Mulliken population analysis, charges in e, atoms 1 to 6:
1. C -0.917
2. C 0.563
3. N -0.573
4. C -0.639
5. C 0.138
6. N 0.114



Ordered energy relative to the best compared isomer or geometry (same formula, charge and spin) results: 0.0 14.1 1841.0 699.7; unit kJ/mol.